## 1
Below is 6 unconnected molecules or ions with the total composition H12O6, with properties calculated with ωB97M-V with the def2-TZVPD basis set.

Properties
Spin multiplicity: 1
LUMO (eV): 0.649
Highest occupied orbital energy (eV): -10.26

Last column: Löwdin charge in e.
Atoms and positions in Å:
O 0.39750 -1.02959 -0.27641  -0.063
H 0.68426 -0.14866 -0.01048  0.029
H -0.55497 -1.02061 -0.12905  0.012
O -2.70134 -2.08763 -0.71533  -0.050
H -3.52596 -1.66133 -0.45601  0.014
H -2.79040 -2.98959 -0.38742  0.043
O 2.57760 -2.21262 0.66349  -0.063
H 2.50427 -2.56088 -0.23224  0.048
H 3.50794 -1.97502 0.74729  0.031
O 0.03769 3.69395 -0.13870  -0.061
H 0.50145 4.23717 -0.78587  0.032
H 0.46874 3.90550 0.69702  0.030
O 3.32192 0.65307 -0.47957  -0.052
H 4.15388 1.02453 -0.16516  0.035
H 3.21647 -0.15495 0.03518  -0.010
O -3.58878 0.58153 0.53633  -0.052
H -3.90999 1.19120 1.21020  0.041
H -4.30029 0.55392 -0.11327  0.036

---

## 2
Below is 6 unconnected molecules or ions with the total composition H12O6, with properties calculated with ωB97M-V with the def2-TZVPD basis set.

Properties
Spin multiplicity: 1
LUMO (eV): 0.290
Highest occupied orbital energy (eV): -10.85

Last column: Löwdin charge in e.
Atoms and positions in Å:
O 1.26687 -0.87992 1.45193  -0.128
H 2.20962 -0.77546 1.88832  0.153
H 1.06946 0.02994 1.10295  0.026
O 0.88778 1.72232 0.46874  -0.142
H -0.09724 2.09006 0.44215  0.093
H 1.10739 1.50071 -0.48363  0.029
O 0.46327 0.87779 -2.07403  -0.144
H 0.46478 -0.14638 -2.26056  0.078
H -0.55394 1.00752 -1.99739  0.071
O -1.86472 1.36030 -0.26590  -0.122
H -2.80144 1.70135 -0.07526  0.096
H -1.81176 0.58105 0.37487  0.040
O -1.46652 -1.16058 1.30475  -0.138
H -0.54097 -1.32158 1.72931  0.055
H -1.23446 -1.77904 0.50997  0.079
O 0.69746 -1.75919 -0.93752  -0.226
H 1.21412 -2.79908 -0.76011  0.188
H 1.10129 -1.37481 -0.05437  -0.008

---

The least stable of them is 2.

---

## 1
Below is 10 unconnected molecules or ions with the total composition C30H70N10O10, with properties calculated with ωB97M-V with the def2-TZVPD basis set.

Properties
Spin multiplicity: 1
LUMO (eV): 0.022
Highest occupied orbital energy (eV): -8.67

Last column: Löwdin charge in e.
Atoms and positions in Å:
C -0.85078 4.54989 1.92541  -0.042
N -1.94667 3.58962 1.53329  0.047
C -2.49461 3.46498 0.31794  -0.592
C -1.73765 3.81518 -0.94726  -0.006
O -3.65160 3.09317 0.16322  0.032
H -1.25652 5.38391 2.49802  0.080
H -0.35422 4.86413 1.00737  0.070
H -0.14297 4.11699 2.63231  0.048
H -2.55148 3.29323 2.28593  0.114
H -0.67991 3.76863 -0.68816  0.044
H -2.06909 4.83629 -1.13590  0.096
H -1.78234 3.04632 -1.71861  0.081
C 6.46242 2.49099 -3.58089  -0.022
N 5.37266 3.45024 -3.17630  0.037
C 4.18127 3.02791 -2.81474  -0.532
C 3.31401 3.99419 -2.03696  0.017
O 3.72565 1.88947 -3.01524  -0.008
H 7.37795 3.00873 -3.86700  0.081
H 6.12287 1.72883 -4.28226  0.077
H 6.75872 2.00276 -2.65248  0.077
H 5.75667 4.30593 -2.80155  0.137
H 3.62644 5.03805 -2.00783  0.079
H 3.51346 3.83297 -0.97756  0.076
H 2.25725 3.83218 -2.24936  0.078
C 0.35196 1.53950 -5.25643  -0.061
N 1.70757 1.15253 -4.80870  0.029
C 2.26673 0.16916 -5.52715  -0.548
C 3.44095 -0.45616 -4.85035  -0.015
O 1.91424 -0.23820 -6.65959  0.004
H 0.18399 2.53511 -4.84574  0.067
H -0.44395 0.93466 -4.82189  0.082
H 0.19621 1.66637 -6.32776  0.081
H 2.13431 1.54004 -3.97935  0.070
H 3.74737 -1.40945 -5.28098  0.088
H 3.37049 -0.36811 -3.76620  0.043
H 4.33060 0.13662 -5.06310  0.066
C 4.47108 1.64507 1.25961  -0.045
N 4.20187 2.84274 2.15636  0.031
C 2.95099 3.33096 2.41795  -0.586
C 2.81984 4.59382 3.17807  -0.003
O 1.96842 2.75152 2.02747  0.040
H 4.51358 0.75014 1.88041  0.069
H 5.42636 1.66549 0.73508  0.079
H 3.62312 1.37759 0.62913  0.051
H 4.99251 3.44918 2.32134  0.117
H 2.26322 4.38705 4.09213  0.096
H 2.31362 5.34159 2.56758  0.090
H 3.78515 4.96774 3.51932  0.074
C 5.27145 -3.63534 1.52879  -0.065
N 5.12800 -2.69717 0.45948  -0.003
C 4.16565 -1.82105 0.25127  -0.567
C 4.09905 -1.15835 -1.10527  0.004
O 3.34062 -1.57599 1.11647  0.033
H 5.94472 -3.10716 2.20395  0.090
H 5.77654 -4.53676 1.18176  0.085
H 4.35373 -4.02823 1.96645  0.087
H 5.62614 -2.92000 -0.39040  0.134
H 3.27368 -1.56278 -1.69117  0.091
H 5.00503 -1.22972 -1.70711  0.079
H 3.91863 -0.08470 -1.05221  0.052
C 0.77758 1.28649 -1.49030  -0.047
N -0.34692 1.04746 -0.52409  0.025
C -1.48374 0.38749 -0.84227  -0.561
C -2.32068 0.00881 0.40340  0.025
O -1.79088 0.14104 -1.97795  0.056
H 0.62525 2.11330 -2.18405  0.059
H 0.95758 0.32612 -1.97340  0.086
H 1.68249 1.42510 -0.89867  0.061
H -0.19866 1.50330 0.36491  0.116
H -1.89262 -0.80216 0.99265  0.055
H -3.37065 -0.16504 0.16797  0.067
H -2.42910 0.94219 0.95581  0.051
C -6.26453 -0.53781 -2.55685  -0.095
N -5.92311 -1.17239 -1.37192  -0.007
C -6.22787 -0.63251 -0.18897  -0.536
C -6.03312 -1.57175 0.96328  -0.023
O -6.75163 0.48193 0.06393  0.024
H -7.26555 -0.11142 -2.49183  0.097
H -6.32909 -1.31893 -3.31434  0.085
H -5.55514 0.16711 -2.99040  0.095
H -5.34225 -1.99774 -1.33344  0.135
H -6.72373 -1.62866 1.80466  0.087
H -4.99643 -1.69457 1.27681  0.060
H -6.29826 -2.54691 0.55479  0.064
C 0.54535 -2.65963 2.43331  -0.078
N -0.24832 -3.38808 3.41846  0.020
C -1.62137 -3.40935 3.36045  -0.529
C -2.34047 -4.45379 4.33803  0.010
O -2.24537 -2.77407 2.57603  0.026
H 1.47305 -3.18350 2.20301  0.064
H 0.94578 -1.69951 2.75875  0.072
H 0.07563 -2.54016 1.45699  0.087
H 0.28010 -4.11146 3.88492  0.129
H -2.22176 -4.11630 5.36765  0.066
H -1.86454 -5.42774 4.22397  0.066
H -3.41441 -4.57507 4.19651  0.071
C -3.11725 -4.15623 0.07953  -0.084
N -3.55215 -4.86376 -1.07582  -0.013
C -2.73985 -5.40402 -1.98505  -0.493
C -3.44054 -6.25563 -3.05246  -0.012
O -1.46160 -5.38041 -1.88218  -0.015
H -2.50598 -3.30932 -0.23223  0.091
H -2.52881 -4.79767 0.73559  0.089
H -4.01569 -3.79641 0.58096  0.071
H -4.55127 -4.81166 -1.21416  0.132
H -4.37353 -5.77618 -3.34870  0.068
H -3.70104 -7.28252 -2.79608  0.078
H -2.79473 -6.37360 -3.92259  0.079
C -3.71667 -0.23856 4.31086  -0.078
N -3.21999 1.10286 4.27428  0.037
C -1.98337 1.52467 4.44001  -0.551
C -0.74838 0.61901 4.21198  0.021
O -1.75822 2.70858 4.65271  0.004
H -3.13961 -1.10860 3.99761  0.057
H -4.60251 -0.46582 3.71777  0.081
H -3.98596 -0.51554 5.33010  0.083
H -3.95292 1.78458 4.40910  0.153
H 0.11068 1.21653 3.90690  0.074
H -0.91579 -0.08075 3.39319  0.049
H -0.55244 -0.02369 5.07026  0.082

---

## 2
Below is 10 unconnected molecules or ions with the total composition C30H70N10O10, with properties calculated with ωB97M-V with the def2-TZVPD basis set.

Properties
Spin multiplicity: 1
LUMO (eV): 0.550
Highest occupied orbital energy (eV): -8.74

Last column: Löwdin charge in e.
Atoms and positions in Å:
C 13.46171 14.77723 24.27972  -0.027
N 13.42740 13.42951 23.68372  -0.197
C 12.33346 12.59024 24.01186  -0.077
C 14.23672 13.09781 22.67269  -0.373
O 15.14239 13.77043 22.32476  0.018
H 12.56600 15.37312 23.92844  0.110
H 14.36400 15.24480 23.97975  0.057
H 13.48990 14.73060 25.40756  0.103
H 12.33686 12.35460 25.11129  0.103
H 11.39604 13.08879 23.71187  0.093
H 12.43213 11.65271 23.45378  0.079
H 14.00424 12.11991 22.15818  0.129
C 9.31161 14.73766 15.97511  -0.067
N 9.57666 15.73242 16.91067  -0.181
C 8.40321 16.34048 17.48352  -0.028
C 10.71268 16.34727 17.11028  -0.333
O 10.92131 17.27316 17.93223  -0.033
H 8.61525 14.94640 15.17444  0.097
H 8.99646 13.82340 16.52471  0.095
H 10.14549 14.49159 15.40061  0.072
H 7.54956 15.66782 17.51822  0.065
H 8.65926 16.74408 18.48922  0.104
H 8.09625 17.19680 16.88370  0.098
H 11.54334 15.94530 16.60917  0.097
C 15.30686 13.84051 19.32912  -0.062
N 14.95363 15.21122 19.02744  -0.159
C 15.92777 16.23946 19.55162  -0.021
C 13.84425 15.50702 18.31088  -0.339
O 13.18872 14.66339 17.72933  -0.028
H 15.72077 13.45140 18.43131  0.083
H 14.48764 13.15997 19.56642  0.086
H 15.99960 13.92580 20.13820  0.055
H 15.54006 17.21616 19.17866  0.089
H 16.00029 16.18103 20.65866  0.091
H 16.89831 16.08656 19.08428  0.079
H 13.68155 16.60602 18.23629  0.139
C 4.37030 13.57407 15.44525  -0.035
N 5.68342 13.14878 15.90013  -0.180
C 6.30253 12.10487 15.05391  -0.020
C 6.03598 13.36419 17.15256  -0.409
O 5.58913 14.18319 17.94916  -0.002
H 4.43085 14.62741 15.29620  0.076
H 3.62852 13.34279 16.29801  0.127
H 4.11898 13.03330 14.53813  0.081
H 6.52435 12.53369 14.08832  0.087
H 7.21901 11.81586 15.55218  0.062
H 5.62827 11.26596 14.94270  0.092
H 6.88401 12.70837 17.39876  0.115
C 16.05203 9.96428 16.69150  -0.039
N 14.89283 9.03622 16.66256  -0.177
C 14.21268 8.89909 15.36426  -0.034
C 14.40901 8.30563 17.65960  -0.391
O 13.44300 7.55478 17.64285  -0.020
H 16.93723 9.53463 16.10055  0.108
H 16.43047 10.03130 17.68265  0.026
H 15.74984 10.98690 16.33569  0.099
H 14.02271 9.90206 14.86617  0.111
H 14.84049 8.22828 14.74158  0.099
H 13.23220 8.44609 15.59378  0.061
H 14.98892 8.49974 18.59616  0.131
C 11.06943 12.41995 19.29881  0.002
N 12.09809 11.48272 18.78435  -0.146
C 12.50224 11.54043 17.38598  -0.030
C 12.72122 10.64440 19.60282  -0.360
O 12.53561 10.63621 20.80882  -0.032
H 10.87843 12.14110 20.34152  0.083
H 10.12595 12.16643 18.74672  0.061
H 11.44936 13.39806 19.05344  0.071
H 11.64073 11.88117 16.75418  0.111
H 13.37542 12.12385 17.13665  0.072
H 12.66614 10.54170 17.07250  0.045
H 13.35900 9.97325 19.00414  0.114
C 14.61447 16.38553 12.84857  -0.061
N 14.32999 15.22087 13.73372  -0.192
C 14.52043 15.27892 15.15916  -0.044
C 13.85413 14.12892 13.07862  -0.339
O 13.51571 13.12604 13.67586  0.008
H 14.46430 16.11775 11.81175  0.059
H 15.64492 16.85788 12.91868  0.099
H 13.80939 17.17266 13.06774  0.105
H 14.09662 16.25939 15.52504  0.109
H 14.11292 14.44191 15.62182  0.041
H 15.59936 15.32602 15.30519  0.096
H 13.79715 14.30416 12.02854  0.113
C 17.39583 11.42714 22.91939  -0.036
N 16.63575 10.73430 21.84407  -0.173
C 15.81300 9.60792 22.21433  -0.046
C 16.74637 11.13033 20.58280  -0.347
O 16.06329 10.82599 19.60689  -0.023
H 17.81318 10.74439 23.69040  0.096
H 16.69294 12.11140 23.40774  0.067
H 18.14364 12.14628 22.58553  0.084
H 15.56619 9.04622 21.26178  0.102
H 16.25393 8.92814 22.95657  0.089
H 14.79269 9.90673 22.56027  0.084
H 17.61020 11.88888 20.52713  0.154
C 10.11080 8.29000 18.64781  -0.024
N 9.93724 9.16972 17.45726  -0.150
C 8.96705 10.28418 17.48242  -0.045
C 10.60780 8.90425 16.32864  -0.391
O 10.44258 9.46649 15.26818  0.009
H 9.19796 7.70678 18.85130  0.084
H 10.40704 8.88584 19.54594  0.089
H 10.88055 7.57974 18.39210  0.062
H 9.15813 10.89132 16.58928  0.073
H 7.94864 9.93276 17.35441  0.084
H 9.03451 10.82697 18.40639  0.050
H 11.27650 8.01404 16.48805  0.125
C 6.97205 11.70752 21.95912  -0.076
N 6.64730 10.89942 20.83623  -0.189
C 7.10598 9.52451 20.70255  -0.052
C 5.80193 11.50634 19.93945  -0.330
O 5.48960 10.98885 18.89957  0.014
H 6.15647 12.39237 22.08490  0.075
H 7.89114 12.27116 21.87653  0.083
H 6.97873 11.03717 22.83210  0.098
H 8.14832 9.45048 21.05078  0.085
H 6.56159 8.73567 21.27886  0.099
H 7.08940 9.15799 19.67436  0.067
H 5.44729 12.52551 20.16815  0.136

---

The least stable of them is 2.

---

## 1
Below is 2 unconnected molecules or ions with the total composition C5H9N2S, with properties calculated with ωB97M-V with the def2-TZVPD basis set.

Properties
Spin multiplicity: 1
Charge: +1
LUMO (spin up / spin down) (eV): -7.124 / -7.125
Highest occupied orbital energy (spin up / spin down) (eV): -12.37 / -12.37

Last column: Löwdin charge in e.
Atoms and positions in Å:
C 1.23953 0.21028 -0.99516  -0.545
C 1.90882 -1.28140 0.41884  -0.186
C 2.39063 0.78756 -0.22927  -0.473
C -3.09853 -0.45243 0.11594  -0.048
C -2.48648 0.83519 0.14584  0.244
N 1.03095 -1.07949 -0.49765  0.034
N 2.76590 -0.24808 0.61931  0.046
S 0.75195 1.56013 0.16191  0.812
H 0.98554 0.40262 -2.02636  0.110
H 1.97332 -2.19432 0.98110  0.134
H 3.12795 1.49926 -0.56859  0.126
H -3.77520 -0.58783 -0.72921  0.119
H -3.53787 -0.74117 1.07282  0.119
H -2.13140 1.27303 1.06671  0.084
H -2.38464 1.43247 -0.75057  0.109
H -2.29801 -1.19654 -0.05258  0.152
H 3.53752 -0.21929 1.26693  0.162

---

## 2
Below is a gas-phase ion, C5H9N2S (charge +1), with properties calculated with ωB97M-V with the def2-TZVPD basis set.

Properties
Spin multiplicity: 1
Charge: +1
LUMO (eV): -4.351
Highest occupied orbital energy (eV): -12.77

Last column: Löwdin charge in e.
Atoms and positions in Å:
C 2.20588 0.39302 1.35541  -0.148
C 2.04812 1.49703 2.14325  -0.480
C 1.32638 -0.31182 0.50291  -0.089
C -0.88303 -0.52277 -0.51059  -0.374
C -1.25559 0.20322 -1.75561  0.030
N 0.09938 -0.06498 0.21200  0.136
N -1.65309 -1.50793 -0.08083  0.233
S 0.71886 2.49312 2.50274  0.908
H 3.20447 -0.02301 1.35627  0.108
H 2.92980 1.85139 2.66467  0.075
H 1.79724 -1.15895 -0.00228  0.144
H -0.45165 0.10591 -2.48592  0.109
H -1.37309 1.26673 -1.55443  0.105
H -2.17771 -0.18239 -2.17815  0.092
H -0.19621 1.84092 1.76901  -0.127
H -1.43013 -2.01719 0.76269  0.143
H -2.50233 -1.75422 -0.56560  0.136

---

The least stable of them is 1.